DFT (the ωB97M-V functional and the def2-TZVPD basis) results for a structure of composition C38H41F3N3O3PS7Ti.

Results
Gap between HOMO and LUMO in hartree: 0.2519
E_HOMO in eV: -6.6740
LUMO in eV: 0.2
Electronic energy in eV: -167089.6678
Relative energy (zero: lowest compared OMol25 entry of this formula, charge and spin) in kJ/mol: 0.0

Structure (ORCA input):
```
! RIJCOSX wB97M-V def2-TZVPD def2/J DEFGRID3
* xyz 0 1
Ti -1.08 -0.03 -0.96
S -1.24 -0.99 -3.22
S -2.02 -2.81 -2.73
S -3.90 -2.21 -2.12
S -3.45 -0.69 -0.78
C 1.92 -3.70 -5.22
C 2.09 -2.55 -4.27
C 2.57 -1.32 -4.69
C 2.64 -0.27 -3.80
C 2.24 -0.44 -2.48
C 1.77 -1.67 -2.01
C 1.72 -2.70 -2.94
S 2.12 1.06 -1.54
O 2.81 2.11 -2.24
O 2.53 0.81 -0.18
N 0.52 1.30 -1.54
C -0.15 2.08 -2.47
C 0.31 3.05 -3.37
C -0.64 3.67 -4.16
C -1.99 3.35 -4.06
C -2.35 2.37 -3.15
N -1.45 1.78 -2.39
H 2.41 -3.49 -6.18
H 0.86 -3.88 -5.42
H 2.34 -4.62 -4.81
H 2.87 -1.18 -5.72
H 2.99 0.70 -4.11
H 2.04 -1.25 0.04
H 1.36 -3.68 -2.63
H 1.36 3.29 -3.44
H -0.32 4.42 -4.87
H -2.73 3.83 -4.68
H -3.37 2.03 -3.03
C 3.15 1.89 2.63
S 1.94 0.58 2.69
C 1.73 0.54 4.47
O 0.67 1.16 2.15
H 2.73 2.77 3.11
H 3.33 2.07 1.58
H 4.07 1.58 3.13
H 2.65 0.22 4.95
H 0.94 -0.19 4.68
H 1.42 1.52 4.81
N -1.87 1.34 0.53
S -1.13 2.73 0.82
C -1.51 3.19 2.50
C -0.95 4.36 2.99
C -1.18 4.73 4.31
C -1.96 3.92 5.12
C -2.51 2.75 4.62
C -2.29 2.38 3.31
C -2.05 4.02 -0.01
C -3.43 4.14 0.11
C -4.09 5.13 -0.59
C -3.37 6.00 -1.40
C -2.00 5.88 -1.52
C -1.33 4.88 -0.83
H -2.88 1.43 0.54
H -0.34 4.99 2.35
H -0.75 5.64 4.70
H -2.14 4.20 6.15
H -3.12 2.12 5.26
H -2.69 1.46 2.91
H -3.98 3.47 0.76
H -5.16 5.23 -0.50
H -3.89 6.78 -1.95
H -1.45 6.55 -2.17
H -0.26 4.76 -0.93
C -1.79 -1.14 2.30
P -0.81 -2.23 1.24
C -1.97 -3.58 0.93
C 0.37 -2.86 2.47
H -2.06 -1.72 3.18
H -2.69 -0.80 1.79
H -1.17 -0.28 2.57
H -2.20 -4.09 1.87
H -1.58 -4.29 0.22
H -2.88 -3.15 0.52
H 0.71 -3.87 2.24
H -0.11 -2.87 3.45
H 1.24 -2.20 2.50
F 4.09 -7.37 1.60
C 2.77 -7.21 1.37
F 2.14 -7.41 2.55
F 2.39 -8.20 0.55
C 2.45 -5.85 0.80
C 1.29 -5.68 0.07
C 0.96 -4.41 -0.39
C 1.76 -3.31 -0.12
C 2.94 -3.52 0.58
C 3.29 -4.78 1.05
C 1.38 -1.90 -0.53
C -0.07 -1.49 -0.15
H 0.65 -6.52 -0.14
H 0.05 -4.27 -0.97
H 3.59 -2.67 0.79
H 4.21 -4.92 1.61
*
```